No. 1
A 13-piece molecular cluster, C18H52O28S5 overall. Source: OMol25; level of theory: ωB97M-V/def2-TZVPD.

For the HOMO energy, the calculation gives -9.77 eV. Its frontier orbital gap is 9.904 eV.

Each line ends with the Mulliken charge.
Geometry (Å):
C -5.33668 2.45780 -2.82559  -0.98
O -4.09364 1.83741 -2.42020  -0.21
H -5.23498 2.99090 -3.79987  0.30
H -6.15108 1.72450 -2.78217  0.32
H -5.71217 3.26015 -2.20213  0.31
H -3.79784 1.44430 -3.27138  0.27
C -3.64367 3.10620 2.80264  -0.91
O -2.63741 2.14973 2.64665  -0.29
H -3.31329 4.00302 3.34758  0.30
H -4.07598 3.36268 1.81222  0.23
H -4.43468 2.72274 3.49592  0.30
H -2.92359 1.36231 2.11291  0.13
C -2.35489 -0.57505 -3.73478  -0.20
O -2.98340 0.42810 -4.52777  -0.66
H -2.56673 -0.34898 -2.71917  -0.06
H -2.71784 -1.56681 -3.95033  0.31
H -1.29493 -0.55441 -3.94902  0.21
H -2.33906 1.03879 -4.83335  0.36
C -2.78068 -1.70880 6.03960  -0.70
O -2.77593 -1.27673 4.64982  -0.46
H -3.85489 -1.75740 6.33066  0.24
H -2.31458 -2.69176 6.14375  0.24
H -2.37245 -1.02777 6.73395  0.32
H -1.96760 -0.69515 4.56731  0.52
C -0.09322 3.38726 -4.62036  -0.64
O -1.13384 2.56808 -4.11971  -0.32
H 0.00065 3.16740 -5.67054  0.31
H -0.23488 4.42500 -4.40105  0.26
H 0.85592 3.08183 -4.16088  0.12
H -1.31252 2.59127 -3.16709  0.24
C 0.35167 -4.40508 2.39472  0.05
O -0.77224 -4.21281 1.45643  -0.44
H 1.11240 -4.83998 1.81090  -0.28
H 0.54223 -3.39280 2.86447  0.04
H -0.02096 -5.01691 3.25542  0.42
H -1.64102 -4.37615 1.83563  0.26
C 0.61065 0.82193 4.75790  -0.50
O -0.76278 0.62935 4.49139  -0.57
H 0.88058 1.86585 4.73403  0.23
H 0.84340 0.30815 5.67972  0.35
H 1.26440 0.28539 4.02452  0.07
H -1.03010 1.02455 3.63310  0.21
C -4.67655 0.09682 0.10694  -0.95
O -3.48827 0.82305 0.10119  0.42
H -5.39260 0.59752 0.69390  0.26
H -5.05871 -0.17601 -0.88336  0.27
H -4.44837 -0.83291 0.65881  0.31
H -3.47426 1.26386 -0.74177  -0.05
C -0.71049 5.46928 0.12255  -0.28
C -1.68945 4.35593 0.41092  1.07
O -2.66457 4.35890 -0.67648  -0.16
S -2.46924 5.71085 -1.56720  1.13
O -2.98071 6.90696 -0.99499  -0.64
O -2.64262 5.28944 -2.94213  -0.54
O -0.87358 5.74027 -1.28595  -0.37
H 0.26200 4.97046 0.19934  0.28
H -0.77969 6.43212 0.66356  0.31
H -2.24635 4.48706 1.33783  -0.18
H -1.27408 3.39018 0.29056  -0.71
C 3.68067 0.22764 -3.11632  -0.27
C 2.36555 0.47264 -2.41060  0.30
O 2.65445 1.60769 -1.48551  -0.19
S 4.19323 1.39783 -0.96860  1.13
O 4.17625 0.53085 0.19068  -0.43
O 4.95371 2.61162 -0.93557  -0.68
O 4.70865 0.54447 -2.17061  -0.41
H 3.75380 0.83555 -4.02163  0.31
H 3.79452 -0.79673 -3.44356  0.29
H 2.01139 -0.40542 -1.84436  -0.20
H 1.62321 0.85010 -3.11479  0.13
C 1.05506 -1.21321 0.86785  0.78
C -0.43379 -1.15488 1.25281  -0.17
O -0.74291 0.27676 1.38823  -0.06
S 0.15755 1.13353 0.46108  0.87
O 0.71780 2.20285 1.14334  -0.76
O -0.49478 1.37356 -0.81763  -0.21
O 1.24057 0.04065 0.22085  -0.19
H 1.24709 -2.03904 0.17569  -0.43
H 1.72014 -1.40831 1.69929  -0.02
H -0.63667 -1.56029 2.21316  0.44
H -1.06188 -1.67099 0.49500  0.07
C 2.66162 -5.36294 -0.68719  0.16
C 2.60104 -6.20833 -1.90162  -0.51
O 2.25063 -5.25766 -2.97556  -0.37
S 1.17956 -4.20284 -2.39318  1.14
O -0.14541 -4.63543 -2.55356  -0.59
O 1.69530 -2.97127 -2.87582  -0.50
O 1.55330 -4.44969 -0.85700  -0.17
H 3.59501 -4.69761 -0.63540  -0.10
H 2.47397 -5.92777 0.29372  0.26
H 1.92130 -7.06170 -1.94294  0.31
H 3.58105 -6.57445 -2.08922  0.36
C 6.49531 -1.38443 1.66094  -0.44
C 6.22642 -1.78338 0.17604  -0.11
O 4.96918 -2.44408 0.10633  -0.25
S 4.59062 -2.93906 1.64094  1.10
O 4.55752 -4.37072 1.66886  -0.62
O 3.50198 -2.18730 2.17246  -0.49
O 5.92376 -2.54849 2.35562  -0.39
H 5.98779 -0.46755 1.92392  0.32
H 7.51173 -1.53823 1.90528  0.35
H 6.91360 -2.43501 -0.31788  0.36
H 6.09632 -0.89078 -0.41311  0.03



No. 2
A 19-piece molecular cluster, C18H53FN2O21 overall. Source: OMol25; level of theory: ωB97M-V/def2-TZVPD.

For the HOMO energy, the calculation gives -8.59 eV. Its frontier orbital gap is 8.386 eV.

Each line ends with the Mulliken charge.
Geometry (Å):
C -1.69379 2.04927 2.04142  -1.11
C -1.31629 1.89554 0.59096  1.43
C -1.99696 2.55629 -0.43145  -1.22
C -1.55857 2.41129 -1.74047  -0.80
C -0.45536 1.62254 -2.04467  -1.91
C 0.21508 0.92927 -1.04833  1.61
C 1.37883 0.06969 -1.47485  -1.54
C 1.58759 -1.22706 -0.68523  1.29
O 0.30411 -1.81991 -0.63430  -0.19
N 0.14649 -2.75878 0.38294  0.01
O -0.85737 -3.33374 0.24024  -0.39
N 2.19229 -0.89859 0.61225  -0.03
C 3.59844 -1.03499 0.40319  -0.93
O 4.43258 -0.26599 0.78942  -0.57
C 3.80770 -2.32330 -0.44254  1.03
C 3.61298 -3.42772 0.59276  -0.28
C 4.40149 -3.39839 1.74134  -0.44
C 4.27342 -4.38124 2.70888  -0.89
C 3.36330 -5.41552 2.53188  -0.56
C 2.58777 -5.46684 1.38994  -1.23
C 2.70622 -4.47253 0.42500  0.85
C 2.70045 -2.05610 -1.43931  -0.74
F 2.22626 -3.16426 -2.13009  -0.54
C -0.22868 1.08535 0.26349  -0.93
H -1.82301 3.09371 2.29203  0.21
H -2.56601 1.45511 2.31740  0.09
H -0.85256 1.65949 2.62177  0.36
H -2.83848 3.18250 -0.17164  0.51
H -2.08168 2.92979 -2.53726  0.98
H -0.16048 1.55724 -3.08291  0.66
H 1.21822 -0.22128 -2.51710  0.56
H 2.32224 0.62334 -1.45312  0.38
H 1.81809 -1.32262 1.44768  0.47
H 4.81945 -2.28749 -0.83313  0.43
H 5.11561 -2.59832 1.89219  0.47
H 4.88334 -4.32492 3.60069  0.41
H 3.26077 -6.18914 3.28176  0.41
H 1.88058 -6.26699 1.23513  0.47
H 2.09032 -4.52869 -0.45722  0.60
H 3.06688 -1.35015 -2.18731  0.76
H 0.26678 0.57681 1.08055  0.31
O 2.26076 3.43445 0.36483  -0.77
H 2.97391 2.92892 -0.04222  0.37
H 1.50636 2.82790 0.34871  0.33
O -1.40401 -0.42174 -4.27144  -0.53
H -1.69773 -0.51293 -5.18175  0.22
H -2.03127 -0.95482 -3.76327  0.37
O -4.65018 0.93877 2.74384  -0.61
H -5.46797 1.45078 2.74062  0.31
H -4.92682 0.02948 2.59350  0.28
O 4.71081 -4.63473 -2.43843  -0.73
H 4.48998 -4.67946 -1.49808  0.40
H 3.89141 -4.32689 -2.84427  0.36
O -3.18697 4.09914 -4.29368  -0.65
H -2.81502 3.59556 -5.02416  0.29
H -3.02574 5.02309 -4.52520  0.35
O -5.46878 5.50955 -5.61589  -0.61
H -6.15107 6.11923 -5.32138  0.30
H -5.63815 4.68632 -5.14726  0.32
O -1.16341 4.54351 4.12934  -0.73
H -1.26190 5.44828 4.44944  0.35
H -0.21248 4.45555 3.95726  0.38
O 1.88768 4.10176 3.31374  -0.67
H 2.17505 3.56157 2.56506  0.33
H 2.07216 5.00046 3.02273  0.32
O -3.45819 -2.51015 -3.80154  -0.61
H -3.77232 -2.61677 -4.70446  0.28
H -4.07067 -3.02445 -3.26579  0.30
O -6.33963 2.78107 4.53459  -0.62
H -5.94152 2.08207 5.06372  0.32
H -6.32601 3.55618 5.10353  0.30
O -0.63036 5.66462 6.80831  -0.63
H -0.91599 4.88129 6.31965  0.35
H 0.02736 5.33280 7.42638  0.31
O -3.11710 4.87565 1.63101  -0.59
H -2.64714 5.18608 2.41309  0.25
H -3.99012 4.62915 1.95237  0.30
O -3.36994 -4.98185 -0.49996  -0.64
H -2.69305 -4.51476 0.00230  0.41
H -3.24609 -5.90118 -0.24323  0.30
O -3.40694 -6.34455 2.04574  -0.63
H -4.19188 -5.84619 1.79298  0.34
H -3.25527 -6.11661 2.96755  0.30
O -1.65673 6.14783 -3.20984  -0.64
H -1.18373 6.79038 -2.67383  0.29
H -1.53242 5.30505 -2.76015  0.36
O 2.72717 -7.95508 -0.30613  -0.58
H 3.66892 -8.15234 -0.32945  0.30
H 2.39706 -8.25537 -1.15894  0.30
O 6.59977 -2.31198 -2.48125  -0.63
H 7.31793 -2.59917 -3.05216  0.30
H 5.93009 -3.00576 -2.58260  0.38
O 1.47612 3.95659 -2.77058  -0.65
H 1.86412 4.28479 -1.95036  0.32
H 0.60352 3.64749 -2.49757  0.25